Molecular formula: C44H35N8O3ReSSe
Method: DFT, ωB97M-V with the def2-TZVPD basis set

⟨S²⟩: 3.85
F_max: 3.47 eV Å⁻¹
orbital gap (alpha / beta): 4.931 / 4.091 eV
energy: -142564.557 eV
energy relative to the best compared isomer or geometry (same formula, charge and spin): 167.3 kJ/mol

```
! wB97M-V def2-TZVPD RIJCOSX def2/J DEFGRID3
* xyz 1 4
Re 9.4645 -21.7850 -4.6022
C 16.2134 -33.5873 -1.9254
O 14.8091 -33.3277 -2.3520
C 14.3925 -31.9997 -2.4134
C 15.0711 -30.9369 -3.0190
C 14.5185 -29.6901 -2.8787
C 13.2271 -29.4369 -2.3786
C 12.5221 -30.5364 -1.8642
C 13.0696 -31.8186 -1.9971
C 12.6581 -28.1202 -2.2519
N 11.3594 -27.8332 -2.1897
C 11.2797 -26.4682 -2.4023
C 12.5390 -25.8836 -2.6650
N 13.4050 -26.9647 -2.5084
C 12.7217 -24.5073 -3.0503
C 13.9043 -23.7243 -3.1263
C 13.8520 -22.3847 -3.5403
C 12.6687 -21.8965 -4.0810
N 11.4958 -22.5699 -4.0639
C 11.5124 -23.7968 -3.4061
C 10.2526 -24.3827 -3.0678
N 9.1723 -23.5848 -3.3052
C 8.0101 -24.0557 -2.9162
C 7.7010 -25.3698 -2.4848
C 8.8266 -26.2334 -2.3705
C 10.1137 -25.7062 -2.5937
H 16.2743 -34.6741 -1.8226
H 16.5395 -33.0893 -1.0114
H 16.9270 -33.2988 -2.7550
H 16.0599 -31.0212 -3.5048
H 15.0531 -28.8322 -3.2627
H 11.5303 -30.3316 -1.4350
H 12.5194 -32.6432 -1.5286
H 14.4180 -26.9519 -2.3447
H 14.8219 -24.2034 -2.8352
H 14.6969 -21.7112 -3.5902
H 12.6273 -20.8757 -4.5182
H 7.1828 -23.3587 -2.8662
H 6.6673 -25.5423 -2.2345
H 8.7379 -27.2246 -1.9345
C 7.2762 -26.2876 -7.3814
C 8.5931 -26.0865 -7.8084
C 9.2720 -24.9437 -7.4267
C 8.6482 -23.9166 -6.6986
C 7.2849 -24.0529 -6.4151
C 6.6892 -25.3146 -6.6009
N 9.4497 -22.7712 -6.3405
N 10.3219 -22.4373 -7.2933
C 10.7384 -21.1192 -7.1386
C 11.5220 -20.5335 -8.0898
C 11.9283 -19.2546 -7.8554
C 11.6765 -18.6301 -6.6646
C 10.8039 -19.1539 -5.7246
C 10.3562 -20.4505 -5.8946
H 6.6835 -27.1954 -7.6231
H 9.1411 -26.7730 -8.4181
H 10.3472 -24.8292 -7.6998
H 6.7229 -23.2218 -6.0673
H 5.6720 -25.4276 -6.1868
H 11.7812 -21.0817 -8.9958
H 12.5016 -18.7263 -8.6358
H 12.1327 -17.5988 -6.5781
H 10.6110 -18.6396 -4.7698
O 9.5786 -20.9121 -0.7920
C 9.1002 -20.6574 -1.8828
O 9.8814 -20.7378 -2.9748
C 7.6566 -20.1679 -2.0579
C 7.0629 -19.6710 -0.9121
C 5.8989 -18.8821 -0.9700
C 5.2901 -18.6411 -2.1404
C 5.8072 -19.1904 -3.3753
C 7.0098 -19.9364 -3.3028
S 7.5204 -20.7240 -4.8972
H 7.5280 -19.8424 0.0767
H 5.4968 -18.3880 -0.0511
H 4.4194 -17.9926 -2.1972
H 5.2600 -19.1281 -4.3282
C 12.1822 -15.2306 -4.5888
N 11.0435 -14.5601 -5.1195
C 10.8817 -13.9958 -6.3791
C 9.7062 -13.2875 -6.3578
N 9.2042 -13.3017 -5.0282
C 7.9371 -12.7661 -4.5141
C 9.9200 -14.2936 -4.3318
Se 9.7365 -14.7745 -2.5943
H 11.9152 -16.0438 -3.9393
H 12.7948 -14.4889 -4.0747
H 12.7749 -15.6338 -5.3835
H 11.7092 -14.0188 -7.1009
H 9.3456 -12.6013 -7.1064
H 7.4278 -12.1283 -5.2614
H 8.1520 -12.2097 -3.6163
H 7.2551 -13.6110 -4.2608
*
```